Here is an isolated molecule of C5H10O from the OMol25 dataset. Energies are from the ωB97M-V functional and the def2-TZVPD basis.

Summary:
energy relative to the best compared isomer or geometry (same formula, charge and spin)	30.3	kcal per mole
E_HOMO	-10.185	eV
spin multiplicity	1
SMILES	CCC[C@H]1CO1
charge	0
E_LUMO	1.139	eV
frontier orbital gap	11.324	eV
E_tot	-7393.4535	eV

Cartesian coordinates (Å):
C 0.0484 -0.2937 -1.8562
C 0.4752 0.9269 -1.0465
C 0.7161 0.6145 0.4326
C -0.4874 0.1902 1.2510
C -0.8201 -1.1867 1.6255
O -0.1560 -0.3270 2.5330
H -0.8957 -0.7040 -1.4825
H 0.8069 -1.0835 -1.7876
H -0.0848 -0.0492 -2.9156
H -0.2701 1.7290 -1.1515
H 1.4082 1.3302 -1.4612
H 1.1169 1.5079 0.9263
H 1.4857 -0.1635 0.5252
H -1.3162 0.9039 1.2656
H -1.8449 -1.4295 1.9157
H -0.2433 -2.0294 1.2381

Atomic partial charges in e from the Löwdin method, atoms 1 to 8: C -0.115; C -0.264; C -0.170; C -0.315; C -0.129; O -0.047; H 0.071; H 0.075

***

Here is an isolated molecule of C5H10O from the OMol25 dataset. Energies are from the ωB97M-V functional and the def2-TZVPD basis.

Summary:
energy relative to the best compared isomer or geometry (same formula, charge and spin)	85.5	kcal per mole
E_HOMO	-8.599	eV
spin multiplicity	1
charge	0
E_LUMO	0.786	eV
frontier orbital gap	9.385	eV
E_tot	-7391.0574	eV

Cartesian coordinates (Å):
C -2.0253 -0.3947 0.0729
C -0.7712 0.3338 -0.4387
O -1.0672 1.6614 -0.8293
C 0.1461 0.2845 0.7366
C 1.0901 -0.8300 0.6508
C 2.0213 0.1647 -0.1200
H -2.3631 0.0496 1.0150
H -1.8412 -1.4618 0.2356
H -2.8168 -0.2743 -0.6710
H -0.4118 -0.1738 -1.3492
H -1.0213 2.1802 -0.0125
H 1.5867 1.1846 -0.1060
H 1.5322 -1.1623 1.5923
H 0.8357 -1.6906 0.0158
H 2.1182 -0.1303 -1.1662
H 2.9875 0.2589 0.3739

Atomic partial charges in e from the Löwdin method, atoms 1 to 8: C -0.043; C -0.532; O -0.052; C 0.005; C -0.255; C -0.084; H 0.082; H 0.081

***

Here is an isolated molecule of C5H10O from the OMol25 dataset. Energies are from the ωB97M-V functional and the def2-TZVPD basis.

Summary:
energy relative to the best compared isomer or geometry (same formula, charge and spin)	4.3	kcal per mole
E_HOMO	-10.021	eV
spin multiplicity	1
SMILES	OC1CCCC1
charge	0
E_LUMO	1.050	eV
frontier orbital gap	11.071	eV
E_tot	-7394.5794	eV

Cartesian coordinates (Å):
O 1.4114 1.1977 1.1548
C 1.1642 0.2605 0.1091
C 0.1661 0.8049 -0.9233
C -1.1998 0.3751 -0.3738
C -0.9331 -1.0704 0.0643
C 0.4988 -1.0365 0.6424
H 0.6896 1.8382 1.1651
H 2.1434 0.0556 -0.3360
H 0.2841 1.8843 -1.0795
H 0.3338 0.3158 -1.8917
H -2.0107 0.4718 -1.1029
H -1.4721 0.9835 0.5008
H -1.6704 -1.4447 0.7814
H -0.9718 -1.7291 -0.8124
H 0.4930 -0.9794 1.7357
H 1.0734 -1.9274 0.3662

Atomic partial charges in e from the Löwdin method, atoms 1 to 8: O -0.044; C -0.378; C -0.154; C -0.199; C -0.193; C -0.132; H 0.082; H 0.137

***

Here is a 3-piece molecular cluster, C5H10O overall from the OMol25 dataset. Energies are from the ωB97M-V functional and the def2-TZVPD basis.

Summary:
energy relative to the best compared isomer or geometry (same formula, charge and spin)	84.7	kcal per mole
E_HOMO	-9.119	eV
spin multiplicity	1
SMILES	C=C.C=C.C=O
charge	0
E_LUMO	0.734	eV
frontier orbital gap	9.853	eV
E_tot	-7391.0909	eV

Cartesian coordinates (Å):
C -0.2356 0.9290 1.3273
C 1.0690 0.9399 1.0822
H -0.8860 1.6930 0.9305
H -0.7009 0.1816 1.9673
H 1.5105 1.5892 0.3310
H 1.7446 0.3419 1.6786
C -1.3157 -0.6895 -1.4541
C -1.5835 0.5150 -0.9712
H -1.6962 -1.5910 -0.9806
H -0.6921 -0.8291 -2.3255
H -2.2843 0.6551 -0.1558
H -1.1238 1.4125 -1.3818
C 1.5399 -1.2698 -0.0017
O 1.0356 -1.4144 -1.0843
H 1.0784 -1.6462 0.9314
H 2.5402 -0.8172 0.1067

Atomic partial charges in e from the Löwdin method, atoms 1 to 8: C -0.085; C -0.119; H 0.041; H 0.075; H 0.077; H 0.050; C -0.089; C -0.125